1.
A structure of composition C29H33N8SSr at a distorted geometry. Source: the OMol25 dataset; level of theory: wB97M-V/def2-TZVPD.

Last column: Mulliken charge in e.
CARTESIAN COORDINATES (ANGSTROEM)
Sr -0.0513 -0.2201 0.1147  1.74
C -3.4677 -0.9352 0.2611  -1.13
C -3.4325 0.4347 0.9700  -0.60
C -3.1506 1.5618 0.0020  0.11
C -4.0779 2.5741 -0.2134  -1.03
C -3.8096 3.5546 -1.1540  -0.51
C -2.6207 3.4961 -1.8625  -1.18
C -1.7503 2.4616 -1.5830  -0.38
N -1.9898 1.5112 -0.6724  1.01
N -2.1779 -1.6647 0.2138  0.68
C -2.1040 -2.4551 -1.0377  -0.90
C -1.7897 -1.6108 -2.2644  0.33
C -2.5259 -1.7396 -3.4311  -0.74
C -2.1364 -1.0311 -4.5582  -0.51
C -1.0172 -0.2181 -4.4927  -0.90
C -0.3450 -0.1334 -3.2865  -0.65
N -0.7207 -0.8012 -2.1940  0.45
C -1.9868 -2.5210 1.4039  -1.67
C -1.4442 -1.8114 2.6378  0.96
C -1.7406 -2.2916 3.9030  -1.19
C -1.1400 -1.7024 5.0035  -0.40
C -0.2625 -0.6458 4.8158  -1.00
C -0.0280 -0.2173 3.5238  -0.73
N -0.6061 -0.7825 2.4570  0.95
H -3.7852 -0.7695 -0.7687  0.60
H -4.2257 -1.5759 0.7235  0.44
H -2.6806 0.4253 1.7639  0.12
H -4.3897 0.6146 1.4561  0.64
H -5.0014 2.5843 0.3512  0.51
H -4.5214 4.3495 -1.3358  0.45
H -2.3687 4.2354 -2.6104  0.49
H -0.8003 2.3986 -2.1045  0.46
H -3.0314 -3.0122 -1.2121  0.32
H -1.2948 -3.1814 -0.9401  0.56
H -3.3875 -2.3948 -3.4575  0.46
H -2.6965 -1.1217 -5.4804  0.42
H -0.6694 0.3358 -5.3537  0.47
H 0.5437 0.4850 -3.1908  0.58
H -1.2474 -3.2855 1.1572  0.55
H -2.9141 -3.0422 1.6674  0.27
H -2.4259 -3.1218 4.0212  0.48
H -1.3550 -2.0660 6.0007  0.43
H 0.2291 -0.1639 5.6493  0.44
H 0.6480 0.6069 3.3181  0.43
C 5.7059 -2.7552 -1.3458  -1.06
C 5.2425 -2.9399 0.0943  -0.35
N 3.8087 -3.1779 0.2168  -0.17
C 2.8666 -2.2133 0.1374  0.35
S 1.2084 -2.7624 0.1786  -0.63
N 3.3621 -0.9823 0.0928  -1.10
N 2.4502 0.0306 0.1489  0.55
C 2.9542 1.2205 0.1315  0.40
C 4.4251 1.5059 0.0697  -1.62
C 2.0187 2.3682 0.2962  0.32
C 2.4425 3.6711 0.0504  -0.72
C 1.5957 4.7310 0.3201  -0.55
C 0.3408 4.4775 0.8483  -1.04
C -0.0187 3.1578 1.0397  -0.45
N 0.7777 2.1189 0.7610  0.53
H 6.7962 -2.7722 -1.4045  0.37
H 5.3509 -1.8025 -1.7400  0.24
H 5.3194 -3.5549 -1.9809  0.29
H 5.4798 -2.0560 0.6806  0.20
H 5.7478 -3.7867 0.5558  0.43
H 3.4640 -4.1199 0.1442  0.24
H 4.9762 0.5839 0.2081  0.29
H 4.7112 2.2257 0.8407  0.42
H 4.7074 1.9312 -0.8989  0.33
H 3.4377 3.8486 -0.3335  0.47
H 1.9204 5.7478 0.1339  0.44
H -0.3439 5.2746 1.1028  0.48
H -0.9981 2.9168 1.4409  0.53

## Properties
Multiplicity: 1
E_tot in hartree: -1991.7865
Frontier orbital gap in eV: 7.349
E_LUMO in eV: -2.346
Charge: +1
ΔE to the lowest compared entry with this formula, charge and spin in kJ/mol: 8.81


2.
A cluster of 2 separate species, C7H15N3O in total at a distorted geometry. Source: the OMol25 dataset; level of theory: wB97M-V/def2-TZVPD.

Last column: natural (NBO) charge in e.
CARTESIAN COORDINATES (ANGSTROEM)
C -1.0746 -0.2080 -4.0046  0.50
C 1.0702 -0.1290 3.4514  -0.35
C -0.9201 0.7696 1.6697  -0.12
C 0.1587 0.9777 3.8074  0.25
C -0.0430 0.5717 -4.7306  -0.71
C 1.9856 -1.4103 1.5661  -0.42
C -1.0387 -0.3954 -2.6463  -0.14
N -0.7608 1.3643 2.9841  -0.42
N 0.0883 -0.1214 1.2637  -0.27
N 0.9820 -0.5186 2.0565  -0.12
O -2.0193 -0.6888 -4.7742  -0.49
H 2.1086 0.1300 3.7076  0.28
H 0.8250 -0.9975 4.0844  0.29
H -1.8832 0.2338 1.6225  0.24
H -0.9834 1.5646 0.9118  0.24
H 0.2607 1.4489 4.7766  0.26
H 0.9412 0.4482 -4.2869  0.27
H -0.0286 0.2755 -5.7772  0.29
H -0.2911 1.6334 -4.7034  0.30
H 1.7004 -1.7668 0.5783  0.24
H 2.9489 -0.8976 1.4890  0.22
H 2.1131 -2.2563 2.2432  0.23
H -0.2379 0.0164 -2.0625  0.24
H -1.7965 -0.9655 -2.1360  0.22
H -1.3949 2.1199 3.2320  0.46
H -2.7104 -1.1987 -4.3224  0.53

## Properties
Multiplicity: 1
E_tot in hartree: -514.4750
Frontier orbital gap (alpha / beta) in eV: 10.336 / 3.118
E_LUMO (alpha / beta) in eV: -6.854 / -10.389
Charge: +2
ΔE to the lowest compared entry with this formula, charge and spin in kJ/mol: 356.88


3.
A structure of composition C27H45F7LiN6O3P at a distorted geometry. Source: the OMol25 dataset; level of theory: wB97M-V/def2-TZVPD.

Last column: Mulliken charge in e.
CARTESIAN COORDINATES (ANGSTROEM)
Li -1.1194 0.9420 -2.6615  0.90
P -0.2628 0.0244 -0.3830  1.43
F -0.4522 0.8425 1.0446  -0.25
F -0.8856 -1.3104 0.2986  -0.45
F -1.7349 0.5757 -0.8263  -0.39
F -0.2465 -0.7288 -1.8134  -0.52
F 0.3148 1.3775 -1.1572  -0.45
F 1.2689 -0.4929 -0.1285  -0.40
C 1.0246 -2.6883 4.0569  -1.48
C -0.2913 -3.3238 3.4497  0.31
C -1.4730 -2.3989 3.7448  0.55
C -2.6164 -3.1726 3.3291  0.14
N -3.4984 -3.8386 2.9952  -0.61
H 1.2188 -2.8996 5.1085  0.39
H 1.0410 -1.6049 3.9386  0.28
H 1.8576 -3.1705 3.5455  0.41
H -0.3436 -4.3110 3.9088  0.50
H -0.1727 -3.4936 2.3795  -0.43
H -1.3870 -1.4876 3.1529  -0.46
H -1.6437 -2.2261 4.8074  0.37
C -5.4827 -0.9616 2.4651  -1.22
C -5.0203 0.4901 2.0831  -0.77
C -3.4988 0.5751 2.1135  0.68
C -3.0697 0.6293 3.5251  0.24
N -2.8113 0.6613 4.6600  -0.66
H -5.1809 -1.2206 3.4800  0.31
H -4.9722 -1.7407 1.8990  0.30
H -6.5498 -1.1746 2.4021  0.41
H -5.6429 1.1351 2.7031  0.35
H -5.3440 0.6449 1.0538  0.38
H -3.2072 1.5340 1.6848  0.18
H -3.0581 -0.2636 1.5746  -0.06
C -0.6934 -7.3408 0.2588  -1.33
C -0.8584 -5.8194 0.6230  -0.16
C -0.0675 -4.9980 -0.4125  0.33
C -0.6535 -5.0691 -1.7716  0.11
N -1.1978 -5.1019 -2.8095  -0.55
H -1.0954 -7.5544 -0.7316  0.35
H -1.2199 -7.9273 1.0118  0.40
H 0.3668 -7.5745 0.3555  0.33
H -0.4267 -5.6249 1.6049  0.12
H -1.8950 -5.4989 0.5192  0.37
H 0.9958 -5.2365 -0.4372  0.50
H -0.2044 -3.9785 -0.0520  -0.42
C 1.0261 4.8528 -2.4510  -1.02
C 0.5685 5.0132 -1.0385  -0.18
C -0.9633 4.8106 -1.0278  -0.58
C -1.5524 3.7010 -1.7888  0.54
N -1.9728 2.8224 -2.4336  -0.70
H 1.1340 3.7779 -2.5959  -0.02
H 2.0496 5.1628 -2.6618  0.40
H 0.3702 5.2253 -3.2379  0.37
H 0.8462 5.9274 -0.5139  0.35
H 1.0718 4.2703 -0.4196  0.24
H -1.4436 5.6668 -1.5013  0.40
H -1.3258 4.7081 -0.0049  0.26
C 4.0830 2.5850 -5.1454  -0.85
C 3.0174 2.7059 -6.3283  -0.55
C 1.8863 1.6287 -6.2961  -0.22
C 1.1235 1.6310 -4.9970  0.05
N 0.4915 1.5911 -3.9946  -0.37
H 4.3465 1.5276 -5.1200  0.13
H 3.7235 2.7773 -4.1345  0.23
H 5.0589 3.0260 -5.3481  0.40
H 3.5571 2.5503 -7.2624  0.33
H 2.6048 3.7139 -6.3696  0.32
H 2.3647 0.6536 -6.3866  0.14
H 1.1767 1.6416 -7.1234  0.41
C 0.6948 3.6249 5.7648  -1.35
C -0.2563 2.6824 5.0464  -0.45
C -0.3792 2.9325 3.4998  0.77
C -0.7802 4.2815 3.3067  0.19
N -1.1310 5.3668 3.1838  -0.56
H 1.5819 3.7940 5.1544  0.31
H 1.0171 3.3399 6.7663  0.37
H 0.2367 4.6136 5.7925  0.36
H -1.1910 2.7186 5.6060  0.36
H 0.0228 1.6305 5.1063  0.33
H -1.0231 2.2224 2.9809  -0.63
H 0.6325 2.8953 3.0959  0.22
C 3.1389 -0.9611 -3.3391  0.06
C 3.6253 -2.1149 -2.4774  0.42
O 4.6487 -2.7582 -3.2874  -0.34
C 4.6663 -2.1794 -4.5262  0.55
O 5.4907 -2.3421 -5.4052  -0.53
O 3.6003 -1.3157 -4.6034  -0.31
F 2.6757 -3.0593 -2.2330  -0.27
H 3.5975 -0.0278 -3.0122  0.17
H 2.0689 -0.7554 -3.3102  -0.04
H 4.0090 -1.7582 -1.5215  0.26

## Properties
Multiplicity: 1
E_tot in hartree: -2658.2585
Frontier orbital gap in eV: 10.955
E_LUMO in eV: -0.016


4.
The ion C13H30O6PS with charge +1. Source: the OMol25 dataset; level of theory: wB97M-V/def2-TZVPD.

Last column: natural (NBO) charge in e.
CARTESIAN COORDINATES (ANGSTROEM)
C -3.9750 -1.2083 3.4734  -0.64
C -3.8152 -1.9395 2.1395  -0.06
O -2.7785 -1.3197 1.3897  -0.54
C -2.8658 -1.4319 -0.0030  -0.09
C -2.4890 -0.0935 -0.6463  -0.10
O -1.4594 -0.1608 -1.6246  -0.55
C -1.7277 -1.0462 -2.6890  -0.09
C -0.6370 -2.0947 -2.7720  -0.09
O 0.5114 -1.4521 -3.3637  -0.53
C 1.7030 -2.1275 -3.2577  -0.16
S 3.0779 -0.9750 -2.8690  0.62
C 3.0407 -0.6911 -1.0822  -0.51
C 1.6592 -0.4709 -0.4530  -0.88
P 1.5790 0.9730 0.6189  2.42
O 0.2466 1.1807 1.2158  -1.07
O 2.1101 2.1034 -0.3607  -0.84
C 1.1198 2.8800 -1.0982  -0.07
C 0.6949 4.1113 -0.3243  -0.64
O 2.8073 0.7123 1.5645  -0.83
C 3.0741 1.7259 2.5827  -0.07
C 2.5171 1.2944 3.9361  -0.65
H -3.2216 -0.4256 3.5516  0.23
H -4.9596 -0.7531 3.5667  0.21
H -3.8448 -1.8844 4.3176  0.21
H -4.7463 -1.9104 1.5674  0.17
H -3.5493 -2.9872 2.3107  0.17
H -3.8802 -1.7251 -0.2993  0.17
H -2.1945 -2.2268 -0.3604  0.15
H -2.1169 0.5508 0.1482  0.24
H -3.3752 0.3797 -1.0803  0.17
H -1.7414 -0.4870 -3.6310  0.20
H -2.7008 -1.5290 -2.5846  0.20
H -0.9266 -2.9441 -3.3965  0.20
H -0.3876 -2.4384 -1.7610  0.19
H 1.7281 -2.8837 -2.4631  0.22
H 2.0243 -2.5778 -4.2003  0.23
H 2.5491 0.1828 -3.2918  0.18
H 3.7126 0.1561 -0.9407  0.28
H 3.5243 -1.5926 -0.6988  0.26
H 1.3361 -1.3470 0.1109  0.27
H 0.8887 -0.2518 -1.2008  0.28
H 0.2619 2.2502 -1.3433  0.19
H 1.6211 3.1526 -2.0280  0.19
H -0.2674 4.4642 -0.7001  0.23
H 0.5458 3.8591 0.7279  0.23
H 1.4317 4.9086 -0.3961  0.22
H 2.6400 2.6765 2.2679  0.19
H 4.1554 1.8570 2.5989  0.20
H 2.2032 0.2515 3.9068  0.23
H 3.2599 1.4230 4.7228  0.23
H 1.6364 1.8822 4.2017  0.23

## Properties
Multiplicity: 1
E_tot in hartree: -1704.0714
Frontier orbital gap in eV: 8.785
E_LUMO in eV: -2.981
Charge: +1


Q: What is the multiplicity in the third record?
A: 1